No. 1
ORCA calculation (ωB97M-V/def2-TZVPD) on a cluster of 7 separate species, C31H48BN7O3Si in total.

```
91
Properties=species:S:1:pos:R:3:lowdin_charge:R:1
C 4.2565 0.7328 1.6681 -0.069
C 4.4722 2.2157 1.3965 -0.227
N 4.4682 2.5627 -0.0478 -0.073
C 3.1530 3.0300 -0.5083 -0.241
C 2.0056 2.0058 -0.2964 -0.275
Si 0.6600 2.6976 0.8520 0.696
C 0.9100 2.3264 2.6852 -0.193
B -0.0383 3.2159 3.6108 -0.739
O -0.5136 4.4449 3.2002 0.111
O -0.3957 2.7560 4.8479 0.158
C 5.3598 3.6941 -0.2115 -0.526
C 5.2186 4.9201 0.6842 0.001
O 6.1966 3.6917 -1.0095 0.162
H 3.2351 0.5867 1.9993 0.037
H 4.8932 0.3721 2.4607 0.075
H 4.3635 0.1377 0.7784 0.078
H 3.7775 2.8465 1.9488 0.092
H 5.4564 2.4626 1.7716 0.117
H 2.8530 3.9897 -0.0774 0.082
H 3.2456 3.2039 -1.5701 0.118
H 2.3619 1.0266 -0.0141 0.044
H 1.5280 1.8858 -1.2604 0.036
H -0.6256 2.1078 0.3945 -0.024
H 0.6124 4.1544 0.6360 -0.008
H 1.9278 2.4986 3.0351 0.060
H 0.6757 1.2895 2.9031 0.048
H 0.1624 5.0952 3.4364 0.097
H 0.3998 2.4418 5.2974 0.114
H 5.0296 5.7538 0.0291 0.087
H 6.1077 5.0591 1.2746 0.087
H 4.3632 4.8612 1.3393 0.058
C 0.1170 -0.1440 -5.0047 -0.111
C -0.9819 -0.9571 -4.6146 -0.112
C -1.4109 -0.5069 -3.3953 -0.137
N -0.6130 0.5433 -3.0324 0.004
C 0.3181 0.7733 -4.0091 -0.147
H 0.6918 -0.2229 -5.9123 0.089
H -1.4108 -1.7776 -5.1657 0.073
H -2.2112 -0.8418 -2.7579 0.107
H -0.6987 1.0661 -2.1789 0.121
H 1.0403 1.5661 -3.9117 0.102
C 1.1764 -1.9404 2.9627 -0.124
C 1.4927 -3.2903 3.2762 -0.105
C 1.8318 -3.9085 2.1025 -0.131
N 1.7291 -2.9865 1.0957 0.015
C 1.3341 -1.7860 1.6134 -0.144
H 0.8696 -1.1680 3.6498 0.073
H 1.4738 -3.7518 4.2496 0.090
H 2.1355 -4.9205 1.8975 0.108
H 1.9152 -3.1650 0.1254 0.148
H 1.1970 -0.9252 0.9800 0.098
C 0.8841 9.3226 5.4783 -0.113
C -0.4527 9.6204 5.8567 -0.110
C -1.2650 8.7060 5.2422 -0.137
N -0.4730 7.8697 4.5055 0.002
C 0.8388 8.2372 4.6462 -0.150
H 1.7750 9.8458 5.7826 0.090
H -0.7792 10.4151 6.5062 0.090
H -2.3336 8.5786 5.2652 0.107
H -0.8057 7.1056 3.9451 0.127
H 1.6240 7.6977 4.1432 0.099
C -3.8289 -5.5234 -4.9090 -0.122
C -4.5034 -4.8025 -5.9333 -0.128
C -3.5489 -4.1740 -6.6864 -0.143
N -2.3264 -4.4835 -6.1555 0.005
C -2.4872 -5.3074 -5.0757 -0.137
H -4.2775 -6.1304 -4.1397 0.092
H -5.5674 -4.7531 -6.0977 0.095
H -3.6336 -3.5363 -7.5495 0.110
H -1.4444 -4.1553 -6.5054 0.142
H -1.6373 -5.6664 -4.5213 0.107
C -4.1768 -8.6019 -9.5044 -0.116
C -5.2718 -9.4235 -9.1233 -0.118
C -5.7080 -8.9786 -7.9036 -0.145
N -4.9185 -7.9250 -7.5335 0.011
C -3.9870 -7.6864 -8.5032 -0.144
H -3.5971 -8.6743 -10.4095 0.087
H -5.6903 -10.2449 -9.6806 0.087
H -6.5086 -9.3202 -7.2700 0.103
H -5.0062 -7.4013 -6.6800 0.116
H -3.2720 -6.8882 -8.3962 0.100
C -1.7073 -0.4880 7.5585 -0.110
C -1.4079 -1.8398 7.8828 -0.113
C -1.0698 -2.4741 6.7170 -0.143
N -1.1578 -1.5599 5.7035 0.005
C -1.5421 -0.3481 6.2062 -0.140
H -2.0082 0.2903 8.2397 0.089
H -1.4363 -2.2925 8.8598 0.088
H -0.7756 -3.4913 6.5222 0.103
H -0.9698 -1.7460 4.7341 0.117
H -1.6627 0.5047 5.5590 0.095
```

Results
total charge	0
E_HOMO	-8.1	eV
gap between HOMO and LUMO	7.91	eV
SMILES string	CCN(CC[SiH2]CB(O)O)C(C)=O.c1cc[nH]c1.c1cc[nH]c1.c1cc[nH]c1.c1cc[nH]c1.c1cc[nH]c1.c1cc[nH]c1
spin multiplicity	1
strongest force on any atom	4.27	eV Å⁻¹
E_LUMO	-0.160	eV



No. 2
ORCA calculation (ωB97M-V/def2-TZVPD) on a cluster of 2 separate species, C7H7F3O2P2S in total.

```
22
Properties=species:S:1:pos:R:3:lowdin_charge:R:1
C 2.0384 -1.9285 0.1984 -0.039
C 1.3674 -1.1135 1.0891 -0.103
C 2.0056 -1.6246 -1.1746 -0.054
C 0.6590 -0.0750 0.6870 -0.179
C 1.2749 -0.5351 -1.6211 -0.103
C 0.5726 0.2272 -0.6706 -0.523
C -2.6252 -1.0629 0.4499 -0.453
O -1.6003 1.8468 1.6214 -0.484
O -3.2947 2.4113 0.0028 -0.367
F -1.9901 -1.9671 1.2199 0.104
F -2.2617 -1.2706 -0.8023 0.077
F -3.9797 -1.2034 0.4723 0.077
P 0.3917 3.3017 0.0561 0.603
P -0.3021 1.6979 -1.2891 0.727
S -2.1334 1.6598 0.2871 0.540
H 2.4893 -2.8359 0.5622 0.105
H 1.4417 -1.2961 2.1588 0.124
H 2.2323 -2.2915 -1.9554 0.092
H 0.0587 0.3023 1.4955 0.090
H 0.9904 -0.5319 -2.5995 0.071
H 1.3413 2.4288 0.5768 -0.131
H 1.3239 3.8604 -0.7645 -0.173
```

Results
total charge	0
E_HOMO	-8.7	eV
gap between HOMO and LUMO	6.58	eV
spin multiplicity	1
strongest force on any atom	3.85	eV Å⁻¹
E_LUMO	-2.126	eV
ΔE to the lowest compared entry with this formula, charge and spin	53.2	kcal per mole



No. 3
ORCA calculation (ωB97M-V/def2-TZVPD) on an isolated molecule of C8H10N2O.

```
21
Properties=species:S:1:pos:R:3:lowdin_charge:R:1
C 2.9165 1.1176 -0.1259 -0.088
O 1.6114 1.1606 0.3903 -0.100
C 1.1006 -0.0204 0.8041 -0.140
C -0.1474 -0.0884 1.2977 -0.092
C -1.1459 -1.1934 1.1244 -0.102
C -0.6945 -1.8673 -0.1653 -0.167
C -0.5790 -0.7976 -1.2789 -0.029
C -1.1017 0.3545 -0.8241 -0.219
N -1.9316 1.5060 -0.9919 0.063
N -2.2928 1.4660 0.4599 0.057
C -1.4177 0.2861 0.6280 -0.264
H 3.3988 2.1740 -0.3577 0.137
H 2.9152 0.6887 -1.0761 0.052
H 3.4702 0.3908 0.5161 0.098
H 1.7604 -0.8135 0.9525 0.110
H -1.5330 -1.7490 1.9702 0.127
H 0.2838 -2.4644 0.1090 0.138
H -1.4633 -2.6492 -0.4804 0.120
H -0.3343 -1.0809 -2.2797 0.086
H -1.5497 2.3912 -1.2853 0.109
H -3.2660 1.1886 0.6133 0.106
```

Results
total charge	0
E_HOMO	-7.5	eV
gap between HOMO and LUMO	8.38	eV
SMILES string	CO/C=C1/[C@@H]2CC=C3NN[C@@]312
spin multiplicity	1
strongest force on any atom	3.25	eV Å⁻¹
E_LUMO	0.917	eV
ΔE to the lowest compared entry with this formula, charge and spin	185.1	kcal per mole



No. 4
ORCA calculation (ωB97M-V/def2-TZVPD) on the ion C17H22IN2O2 with charge +1.

```
44
Properties=species:S:1:pos:R:3:lowdin_charge:R:1
H 0.6406 -1.5198 -3.7850 0.036
N -0.0559 -1.4041 -4.5473 0.080
C 0.0235 -0.1702 -5.0227 -0.232
C 1.0678 0.9375 -4.4336 -0.197
C 1.0838 0.9754 -2.8586 -0.085
C 2.3381 0.2834 -2.2029 0.094
N 2.5459 0.1624 -0.7759 -0.147
O 3.6786 -0.4549 -0.3340 0.058
C 1.6239 0.6936 0.1862 0.118
C 0.3320 1.4066 -0.2924 0.014
C -0.6517 1.9297 0.8118 -0.154
O -0.3106 1.6745 2.1657 -0.117
C -1.1984 0.6713 2.7679 -0.138
C -1.1188 -0.7807 2.0952 -0.293
C -2.6137 -1.4288 2.2540 -0.073
C -0.1128 -1.8127 2.8113 -0.349
C 1.2563 -1.1710 3.3530 -0.090
C 0.3263 -2.8839 1.6547 -0.087
C -1.9202 2.6602 0.3113 0.049
C -2.1648 2.8309 -1.2171 -0.061
C -1.1880 2.3180 -2.3478 -0.576
I -1.8167 2.7760 -4.3460 0.963
C 0.0704 1.5703 -1.8500 -0.083
H -0.6896 0.1071 -5.8769 0.097
H 2.0980 0.5659 -4.8196 0.125
H 0.9428 1.9644 -4.9518 0.081
H 3.1502 -0.1883 -2.8735 0.155
H 4.0118 0.1038 0.4180 0.160
H 1.8369 0.6012 1.3005 0.136
H -2.2632 1.1288 2.7581 0.131
H -0.8976 0.5996 3.8831 0.148
H -0.9046 -0.7878 0.9734 0.123
H -2.7074 -1.7455 3.3664 0.093
H -3.4485 -0.6718 2.0707 0.079
H -2.7297 -2.4042 1.6557 0.089
H -0.6703 -2.4420 3.5979 0.137
H 1.6700 -1.9092 4.1461 0.101
H 2.0398 -1.1709 2.5096 0.063
H 1.1469 -0.1695 3.8888 0.077
H -0.5512 -3.4980 1.2612 0.084
H 1.2427 -3.5019 1.9554 0.089
H 0.6781 -2.2229 0.7660 0.069
H -2.6613 3.0402 1.1032 0.126
H -3.1377 3.3827 -1.5049 0.104
```

Results
total charge	+1
E_HOMO	-11.6	eV
gap between HOMO and LUMO	6.70	eV
SMILES string	[H]/N=C\Cc1c[n+](O)cc2c(OC[C@H](C)C(C)C)ccc(I)c12
spin multiplicity	1
strongest force on any atom	5.33	eV Å⁻¹
E_LUMO	-4.943	eV



No. 5
ORCA calculation (ωB97M-V/def2-TZVPD) on a cluster of 2 separate species, C11H14OS in total.

```
27
Properties=species:S:1:pos:R:3:lowdin_charge:R:1
C -1.9494 1.9296 -0.2157 -0.055
C -0.6407 1.1523 -0.1586 -0.426
C 0.1441 1.4711 -1.3717 -0.037
C 1.2506 0.7667 -1.6333 0.002
C 1.7556 -0.3288 -0.7424 -0.128
C 2.8246 -1.2837 -1.1071 -0.004
C 3.2875 -1.8007 0.0658 -0.109
O 2.6562 -1.2284 1.1323 0.023
C 1.8271 -0.2396 0.6133 -0.223
C 1.0502 0.5546 1.5224 0.013
C 0.0764 1.4003 1.1131 -0.006
H -2.6291 1.6708 0.5393 0.055
H -2.2707 1.8119 -1.2955 0.110
H -1.4858 2.9156 -0.0412 0.091
H -0.9243 0.1582 -0.2904 0.070
H -0.1786 2.2387 -1.9764 0.085
H 1.7674 0.8492 -2.4909 0.068
H 3.1580 -1.4490 -2.1453 0.117
H 4.1103 -2.4641 0.3756 0.130
H 1.3858 0.5304 2.5180 0.101
H -0.3946 2.0500 1.7144 0.071
C -2.9220 -1.5977 0.6812 -0.440
S -1.6223 -2.5829 -0.2443 0.618
H -3.6975 -2.3589 0.8093 0.009
H -2.3807 -1.3851 1.6783 0.061
H -3.3632 -0.7717 0.2681 -0.025
H -0.8349 -2.0088 0.6817 -0.170
```

Results
total charge	0
E_HOMO	-8.1	eV
gap between HOMO and LUMO	8.77	eV
SMILES string	C[C@H]1C=Cc2ccoc2C=C1.CS
spin multiplicity	1
strongest force on any atom	4.42	eV Å⁻¹
E_LUMO	0.700	eV
ΔE to the lowest compared entry with this formula, charge and spin	62.0	kcal per mole



No. 6
ORCA calculation (ωB97M-V/def2-TZVPD) on an isolated molecule of C4H9NO.

```
15
Properties=species:S:1:pos:R:3:lowdin_charge:R:1
C -1.8818 0.1933 -0.3676 -0.056
C -0.6040 0.4341 0.3672 -0.461
O -0.9423 0.2805 1.7177 -0.021
C 0.4838 -0.4449 -0.1771 -0.274
C 1.7782 0.2382 -0.6103 -0.131
N 1.7090 -0.6348 0.5293 0.001
H -2.6565 0.8348 0.0574 0.088
H -1.7294 0.3808 -1.4293 0.086
H -2.1484 -0.8559 -0.2225 0.087
H -0.2993 1.4690 0.1802 0.138
H -0.2193 -0.1355 2.1918 0.085
H 0.1606 -1.3685 -0.6920 0.153
H 2.1365 1.2434 -0.3351 0.114
H 2.0588 -0.1043 -1.5972 0.094
H 2.1541 -1.5303 0.3876 0.099
```

Results
total charge	0
E_HOMO	-9.7	eV
gap between HOMO and LUMO	10.79	eV
SMILES string	C[C@@H](O)[C@H]1CN1
spin multiplicity	1
strongest force on any atom	1.50	eV Å⁻¹
E_LUMO	1.068	eV
ΔE to the lowest compared entry with this formula, charge and spin	56.5	kcal per mole



No. 7
ORCA calculation (ωB97M-V/def2-TZVPD) on a cluster of 3 separate species, C34H64FO11PS in total.

```
112
Properties=species:S:1:pos:R:3:lowdin_charge:R:1
C -2.6450 -0.8764 8.5644 -0.117
C -2.9766 -2.2212 7.9332 -0.268
C -2.4209 -2.3566 6.5029 -0.206
C -3.2856 -1.5681 5.5034 -0.226
C -4.2870 -2.4349 4.7453 -0.196
C -3.6826 -3.6025 3.9328 -0.180
C -4.1617 -3.6570 2.4644 -0.174
C -3.1160 -3.3557 1.3866 -0.134
C -2.7602 -1.8649 1.1470 -0.318
O -3.2699 -1.0028 2.1538 -0.170
C -4.4889 -0.4045 1.7999 -0.104
C -1.2387 -1.6363 0.9477 -0.525
C -0.8185 -2.5195 -0.2247 -0.108
C 0.5344 -2.2806 -0.9034 -0.394
C 1.6987 -1.8337 -0.0347 -0.054
O 0.8512 -3.5624 -1.4690 -0.036
O -0.8909 -0.2696 0.8570 -0.129
C -1.4923 0.5522 -0.1364 -0.288
C -2.0346 1.7843 0.6037 -0.112
C -0.9348 2.3785 1.5040 -0.195
C -0.7780 3.8912 1.3023 -0.200
C 0.2693 4.5456 2.2112 -0.188
C 1.4936 3.6704 2.4645 -0.184
C 2.2784 3.4074 1.2040 -0.172
O 3.3798 2.5418 1.5500 0.006
C 4.0142 1.9955 0.4935 -0.504
C 4.8138 0.7622 0.8043 0.024
O 3.9586 2.4625 -0.6534 0.052
C -0.4614 1.0592 -1.1772 -0.081
C -1.0691 1.1182 -2.5598 -0.371
C -0.2331 1.9394 -3.5474 -0.011
F -1.3672 -0.1464 -3.0522 -0.009
P -0.4393 -2.1577 2.5703 0.521
S 0.4146 -3.9137 2.6344 0.182
H -2.9453 -0.0545 7.9174 0.064
H -3.1690 -0.7613 9.5099 0.067
H -1.5750 -0.7729 8.7355 0.071
H -4.0624 -2.3076 7.8561 0.102
H -2.6155 -3.0262 8.5690 0.101
H -1.4019 -1.9745 6.5141 0.107
H -2.4356 -3.4152 6.2566 0.102
H -2.6915 -0.9531 4.8303 0.085
H -3.8681 -0.8508 6.0856 0.098
H -4.9722 -2.8447 5.4890 0.109
H -4.8818 -1.7771 4.1161 0.086
H -4.0496 -4.5096 4.4090 0.105
H -2.5997 -3.6475 4.0156 0.075
H -4.4813 -4.6798 2.2703 0.108
H -5.0576 -3.0488 2.3806 0.090
H -3.5183 -3.7410 0.4515 0.121
H -2.2357 -3.9563 1.6027 0.066
H -3.2541 -1.5897 0.2119 0.135
H -5.2907 -1.1305 1.6526 0.088
H -4.7858 0.2814 2.5883 0.100
H -4.4087 0.1779 0.8783 0.083
H -1.5763 -2.3846 -1.0009 0.133
H -0.8544 -3.5707 0.0382 0.097
H 0.4002 -1.6110 -1.7506 0.113
H 1.4508 -1.0572 0.6868 0.051
H 2.1222 -2.6731 0.5046 0.062
H 2.4728 -1.4184 -0.6831 0.075
H 1.5580 -3.4278 -2.1040 0.047
H -2.2780 0.0492 -0.6960 0.140
H -2.8833 1.5346 1.2294 0.092
H -2.2922 2.5357 -0.1424 0.116
H -1.1006 2.1421 2.5518 0.126
H 0.0131 1.9257 1.2312 0.086
H -0.5012 4.0498 0.2575 0.105
H -1.7609 4.3453 1.4280 0.113
H -0.1716 4.8140 3.1680 0.111
H 0.6251 5.4533 1.7237 0.110
H 1.2336 2.7249 2.9344 0.113
H 2.1562 4.1748 3.1681 0.120
H 1.6935 2.9140 0.4310 0.109
H 2.6731 4.3249 0.7713 0.135
H 4.6409 0.3809 1.8040 0.086
H 5.8690 0.9924 0.6836 0.090
H 4.5702 0.0195 0.0529 0.080
H -0.1924 2.0885 -0.9494 0.104
H 0.4631 0.4853 -1.1479 0.123
H -2.0239 1.6400 -2.4426 0.140
H 0.7250 2.1685 -3.0865 0.078
H -0.1325 1.4410 -4.5040 0.061
H -0.7298 2.8884 -3.7308 0.084
H 0.5158 -1.1551 2.8043 -0.008
H -1.4081 -1.9486 3.5555 -0.028
C 3.1662 -1.0860 -7.5135 -0.019
C 2.3824 -1.8199 -6.4591 -0.307
C 1.8958 -0.9962 -5.2880 -0.087
O 1.7766 -2.0038 -4.2672 0.057
C 2.6867 -2.9671 -4.5440 -0.561
O 2.9911 -3.8352 -3.7923 0.167
O 3.2029 -2.7950 -5.7788 0.094
H 3.6198 -1.7945 -8.2071 0.089
H 2.5122 -0.4163 -8.0680 0.087
H 3.9689 -0.5001 -7.0675 0.081
H 1.5483 -2.3589 -6.9171 0.163
H 0.9429 -0.5133 -5.4675 0.120
H 2.6263 -0.2557 -4.9538 0.139
C 5.6018 3.0632 -5.8001 -0.015
C 4.1965 3.3325 -6.2715 -0.320
C 3.2848 3.9960 -5.2680 -0.078
O 1.9896 3.5623 -5.7203 0.065
C 2.1576 2.3676 -6.3265 -0.566
O 1.2730 1.6382 -6.6441 0.146
O 3.4718 2.1064 -6.5138 0.068
H 6.1260 2.4235 -6.5091 0.090
H 6.1520 3.9983 -5.7024 0.093
H 5.6011 2.5531 -4.8359 0.092
H 4.2106 3.8921 -7.2110 0.160
H 3.3469 5.0807 -5.2687 0.141
H 3.4366 3.6195 -4.2537 0.141
```

Results
total charge	0
E_HOMO	-8.2	eV
gap between HOMO and LUMO	8.63	eV
SMILES string	CCCCCCCC[C@@H](OC)[C@@](C[C@@H](C)O)(O[C@@H](CCCCCCOC(C)=O)C[C@@H](C)F)[PH2]=S.C[C@@H]1COC(=O)O1.C[C@@H]1COC(=O)O1
spin multiplicity	1
strongest force on any atom	2.37	eV Å⁻¹
E_LUMO	0.404	eV



No. 8
ORCA calculation (ωB97M-V/def2-TZVPD) on an isolated molecule of C6H10O.

```
17
Properties=species:S:1:pos:R:3:lowdin_charge:R:1
C 2.5157 0.1584 0.0747 -0.111
C 1.0164 0.1389 0.3374 -0.287
C 0.1878 1.3564 0.0423 -0.107
C -1.1370 1.2732 -0.1689 -0.128
C -1.8957 0.0211 -0.2731 -0.104
C -1.5877 -1.1656 0.2762 -0.214
O -2.1081 -2.3590 -0.1114 0.012
H 2.7239 0.1676 -0.9996 0.073
H 3.0308 1.0029 0.5417 0.070
H 2.9456 -0.7641 0.4827 0.071
H 0.8414 -0.1644 1.3787 0.109
H 0.5888 -0.6584 -0.2816 0.097
H 0.6779 2.3276 -0.0294 0.102
H -1.6912 2.1812 -0.4039 0.095
H -2.7367 0.0322 -0.9684 0.106
H -0.9000 -1.3036 1.1021 0.114
H -2.4719 -2.2442 -0.9996 0.103
```

Results
total charge	0
E_HOMO	-8.2	eV
gap between HOMO and LUMO	9.09	eV
SMILES string	CC/C=C\C=C\O
spin multiplicity	1
strongest force on any atom	0.36	eV Å⁻¹
E_LUMO	0.921	eV
ΔE to the lowest compared entry with this formula, charge and spin	25.2	kcal per mole